1.
ORCA calculation (the ωB97M-V functional and the def2-TZVPD basis) on a single C2H5IN2 molecule.

Computed properties:
Calculated total energy (eV): -13232.7980
SMILES: NN1C[C@H]1I
Relative energy (zero: lowest compared OMol25 entry of this formula, charge and spin) (kcal per mole): 38.1
Frontier orbital gap (eV): 9.64

Each line ends with the natural charge from an NBO analysis.
CARTESIAN COORDINATES (ANGSTROEM)
I1 1.795 -1.786 -1.575  0.0723
N1 -0.552 -0.089 1.536  -0.6498
N2 0.358 -0.051 0.391  -0.2988
C1 0.154 0.751 -0.722  -0.2615
C2 0.016 -0.821 -0.824  -0.1967
H1 1.170 1.148 -0.936  0.2301
H2 -1.311 0.489 1.350  0.3250
H3 -0.756 1.372 -0.840  0.2013
H4 -0.064 0.390 2.313  0.3603
H5 -0.809 -1.404 -0.694  0.2179



2.
ORCA calculation (the ωB97M-V functional and the def2-TZVPD basis) on a molecular structure, C37H100N9O12Ti.

Computed properties:
Calculated total energy (eV): -101082.5816
Relative energy (zero: lowest compared OMol25 entry of this formula, charge and spin) (kcal per mole): 0.0
Multiplicity: 4
Frontier orbital gap (spin up / spin down) (eV): 5.36 / 9.02

Each line ends with the Mulliken charge.
CARTESIAN COORDINATES (ANGSTROEM)
Ti1 0.105 -1.457 3.395  -0.1117
O1 -1.139 -0.723 0.963  -0.3949
O2 0.050 2.643 -6.288  -0.4218
O3 -3.221 5.960 -0.893  -0.2596
O4 -2.192 -6.673 3.151  -0.3225
O5 2.417 -5.067 -3.183  -0.4051
O6 0.234 0.093 -0.600  2.2200
O7 -4.854 -1.360 -0.719  -0.1166
O8 -6.056 2.134 1.655  -0.4120
O9 2.722 4.154 0.854  -0.4555
O10 6.522 1.240 -1.260  -0.3356
O11 4.433 -2.798 6.372  -0.4150
O12 1.021 -0.514 1.422  0.9125
N1 1.290 0.746 -3.330  -0.3455
N2 2.772 -3.045 -0.105  -0.4841
N3 3.169 -0.337 -1.249  -0.0885
N4 -3.036 0.555 3.088  -0.4371
N5 1.249 2.688 2.761  -0.5708
N6 -2.896 2.860 -2.912  -0.3642
N7 -2.329 -0.019 -1.821  0.4742
N8 2.394 -2.208 3.358  -0.2937
N9 -1.536 -3.098 2.700  -0.1246
C1 0.606 3.509 1.699  1.2482
C2 4.404 0.667 0.603  -1.4142
C3 5.550 -3.578 6.012  -0.7077
C4 -1.503 -4.534 2.307  0.7219
C5 -3.999 1.597 2.742  0.2318
C6 2.067 -3.972 -0.982  0.1771
C7 -2.440 -5.290 3.234  -0.9387
C8 3.341 -2.928 5.490  -0.8281
C9 -3.807 -1.924 -1.454  -0.7188
C10 3.533 4.533 -0.228  -0.4916
C11 -4.998 1.180 1.702  0.5532
C12 -0.077 -5.007 2.415  -1.0022
C13 4.221 0.696 -0.898  1.7102
C14 5.499 0.310 -1.600  -0.9860
C15 -2.381 -1.810 -3.491  -1.3975
C16 -3.158 5.210 -2.116  -0.9435
C17 -3.195 -1.022 -2.500  0.7176
C18 -1.298 2.899 -5.978  -0.3555
C19 1.707 3.101 -3.760  -1.1962
C20 -2.771 3.805 -1.749  0.4761
C21 3.385 -1.879 4.434  0.8817
C22 -3.277 2.881 2.423  -1.2066
C23 -6.898 1.983 0.547  -0.6860
C24 1.758 -6.266 -2.842  -0.6376
C25 3.035 -0.517 4.990  -1.6336
C26 -3.017 -7.394 4.066  -0.7492
C27 7.682 1.015 -1.998  -0.8143
C28 1.483 3.604 0.462  0.2730
C29 -6.029 -1.149 -1.436  -0.7349
C30 0.030 -0.411 0.644  -0.0373
C31 -3.166 7.325 -1.093  -0.8606
C32 0.779 -3.371 -1.542  -0.7747
C33 3.026 -4.433 -2.092  -1.0460
C34 -1.339 3.685 -1.221  -0.4250
C35 0.772 1.931 -4.038  2.5814
C36 0.631 1.618 -5.510  -1.0026
C37 0.258 4.888 2.263  -1.8311
H1 -6.731 -0.622 -0.797  0.1860
H2 0.349 -4.000 -2.328  0.7033
H3 3.597 -3.567 -2.423  0.3372
H4 -2.529 0.875 -2.287  -0.3027
H5 -1.193 2.682 -0.822  -0.4817
H6 -2.949 -2.665 -3.884  0.5212
H7 8.071 -0.008 -1.870  0.3048
H8 -3.439 3.431 -0.968  0.0588
H9 -2.569 -8.372 4.238  0.2484
H10 8.479 1.667 -1.645  0.2488
H11 -3.499 -0.308 3.348  0.2811
H12 -6.363 1.694 -0.372  0.1514
H13 0.816 0.737 -2.418  -0.4635
H14 2.164 3.119 2.895  0.4108
H15 -6.464 -2.100 -1.781  0.2998
H16 -2.793 2.915 1.442  -0.2129
H17 1.614 1.429 -5.956  0.3714
H18 2.451 -2.822 6.118  0.2332
H19 -3.990 -7.562 3.586  0.2806
H20 -2.356 3.290 -3.663  -0.4856
H21 5.342 0.391 -2.691  0.4827
H22 -1.788 3.311 -6.857  0.3466
H23 5.807 -0.708 -1.335  0.3766
H24 0.904 -0.114 -3.733  0.1899
H25 2.020 -2.674 0.488  -0.2603
H26 2.799 -2.933 2.767  0.1807
H27 -7.676 1.219 0.702  0.3101
H28 -0.005 -3.301 -0.774  0.1760
H29 5.561 -3.788 4.934  0.3302
H30 -0.201 2.252 -3.636  -1.0896
H31 3.816 1.669 -1.196  -0.6705
H32 -0.672 0.039 -1.000  -0.5753
H33 -0.344 3.018 1.460  -0.4901
H34 1.573 3.885 -4.511  0.4297
H35 -3.293 7.861 -0.152  0.2384
H36 4.461 4.955 0.157  0.2974
H37 -1.209 4.460 -0.463  0.1916
H38 -1.466 -2.215 -3.053  0.0265
H39 -0.170 4.792 3.253  0.4720
H40 3.813 3.676 -0.850  0.0639
H41 6.446 -3.067 6.337  0.2693
H42 1.767 -4.873 -0.431  0.4543
H43 3.030 5.323 -0.803  0.2899
H44 0.788 -6.098 -2.362  0.2186
H45 -1.831 -4.573 1.262  0.2286
H46 3.092 0.276 4.241  0.3484
H47 -2.095 -1.252 -4.387  0.2366
H48 1.577 -6.793 -3.777  0.2550
H49 -3.987 -0.487 -3.032  0.1782
H50 -2.412 0.410 2.296  -0.0119
H51 -5.408 0.187 1.943  0.3000
H52 1.605 2.614 -0.006  -0.2469
H53 -4.535 1.141 0.700  -0.5196
H54 0.081 0.668 -5.641  0.4924
H55 -2.510 -2.805 2.829  0.0847
H56 -1.292 -2.515 1.890  -0.4040
H57 -1.364 3.545 -5.098  0.1337
H58 -4.552 1.826 3.663  0.2967
H59 1.396 1.793 2.288  -0.2720
H60 -2.477 5.685 -2.833  0.3777
H61 -4.061 -2.880 -1.949  0.5217
H62 1.516 3.535 -2.775  0.0008
H63 2.405 -6.862 -2.185  0.3052
H64 -0.403 5.409 1.562  0.2604
H65 -2.205 7.659 -1.510  0.3246
H66 -2.207 -4.970 4.261  0.3912
H67 0.297 -4.858 3.430  0.2227
H68 -4.199 5.215 -2.482  0.4818
H69 0.014 -6.075 2.205  0.4257
H70 2.796 -0.009 -2.156  0.3495
H71 -5.894 -0.562 -2.354  0.3043
H72 -3.880 2.883 -3.188  0.2982
H73 -3.130 -6.903 5.035  0.3176
H74 3.760 -0.236 5.759  0.4651
H75 2.749 2.776 -3.774  0.2918
H76 4.652 -0.334 0.967  0.3067
H77 0.922 -2.368 -1.951  -0.1425
H78 -3.978 7.692 -1.742  0.3323
H79 -3.488 -5.090 2.971  0.3986
H80 5.205 1.356 0.880  0.5983
H81 2.057 -0.548 5.481  0.2548
H82 -1.836 1.960 -5.766  0.2192
H83 -3.016 -2.223 -0.757  -0.1309
H84 2.352 -1.377 2.770  -0.1976
H85 4.363 -1.813 3.942  0.2787
H86 1.015 4.298 -0.262  0.7158
H87 3.281 -3.946 5.078  0.4458
H88 -4.043 3.659 2.291  0.5155
H89 1.156 5.512 2.277  0.3572
H90 3.486 0.960 1.118  -0.0254
H91 -2.586 0.095 -0.839  -0.2335
H92 7.497 1.181 -3.068  0.3185
H93 5.459 -4.583 6.452  0.2663
H94 -2.576 3.179 3.195  0.4276
H95 -0.583 3.839 -1.999  0.4161
H96 3.044 -2.150 -0.557  0.2440
H97 2.371 -0.048 -0.680  -0.8829
H98 0.574 -4.503 1.697  -0.0653
H99 -7.383 2.944 0.375  0.3252
H100 3.709 -5.156 -1.613  0.4699



3.
ORCA calculation (the ωB97M-V functional and the def2-TZVPD basis) on 2 unconnected molecules or ions with the total composition C6H14N2O2.

Computed properties:
Calculated total energy (eV): -13523.0333
SMILES: CNC(C)=O.CNC(C)=O
Relative energy (zero: lowest compared OMol25 entry of this formula, charge and spin) (kcal per mole): 59.8
Frontier orbital gap (eV): 9.93

Each line ends with the natural charge from an NBO analysis.
CARTESIAN COORDINATES (ANGSTROEM)
O1 -0.872 -1.651 1.891  -0.6187
O2 -0.073 1.457 -0.945  -0.6504
N1 0.841 -0.150 1.865  -0.6655
N2 -0.479 -0.331 -2.251  -0.6425
C1 0.374 0.632 -1.709  0.6982
C2 -0.554 -0.500 1.844  0.7009
C3 1.968 0.810 -2.105  -0.7100
C4 1.931 -1.179 1.994  -0.4037
C5 -1.383 0.835 1.717  -0.7193
C6 -1.924 -0.050 -2.139  -0.4286
H1 2.392 -0.122 -2.637  0.2121
H2 1.804 -1.785 1.125  0.2064
H3 -1.611 1.066 2.833  0.2246
H4 -2.263 0.497 1.234  0.2291
H5 0.943 0.815 2.072  0.3823
H6 -2.303 -0.719 -1.297  0.2127
H7 -2.402 0.022 -3.126  0.2045
H8 1.918 1.693 -2.831  0.2386
H9 2.549 1.017 -1.120  0.2447
H10 -0.824 1.590 1.182  0.2560
H11 1.626 -1.733 2.808  0.2021
H12 -0.226 -1.014 -2.987  0.4013
H13 3.015 -0.600 2.113  0.2029
H14 -2.061 0.907 -1.849  0.2223



4.
ORCA calculation (the ωB97M-V functional and the def2-TZVPD basis) on a single C24H19NO7 molecule.

Computed properties:
Calculated total energy (eV): -41015.4473
SMILES: COc1ccc(C(=O)/C=C/c2ccccc2OC)c(OC(=O)c2ccc([N+](=O)[O-])cc2)c1
Frontier orbital gap (eV): 7.73

Each line ends with the natural charge from an NBO analysis.
CARTESIAN COORDINATES (ANGSTROEM)
O1 -4.937 -1.830 -1.481  -0.4843
O2 6.066 -3.271 0.325  -0.3698
O3 -0.707 -1.032 0.490  -0.5085
O4 0.336 1.891 -1.730  -0.5141
O5 -0.827 -3.281 0.299  -0.5616
O6 6.052 -1.130 0.156  -0.3719
O7 -2.256 0.728 3.652  -0.5295
N1 5.499 -2.203 0.257  0.5270
C1 1.998 -3.422 0.382  -0.1555
C2 1.301 -2.215 0.354  -0.1515
C3 -2.635 0.034 1.433  -0.2230
C4 4.053 -2.209 0.295  0.0268
C5 1.252 2.450 -0.893  0.4005
C6 -0.566 1.313 2.136  -0.2847
C7 -4.256 -1.203 -0.494  0.3213
C8 3.336 3.544 -0.390  -0.1761
C9 -2.080 -0.822 0.472  0.3152
C10 -6.338 -1.691 -1.532  -0.2538
C11 -0.191 -2.263 0.371  0.7883
C12 -0.287 1.761 0.904  -0.1231
C13 -4.013 0.215 1.423  -0.1188
C14 3.369 -0.999 0.266  -0.1946
C15 0.949 2.396 0.488  -0.1777
C16 1.863 2.937 1.391  -0.1515
C17 -4.823 -0.378 0.474  -0.3191
C18 3.046 3.505 0.963  -0.2425
C19 0.575 1.914 -3.116  -0.2524
C20 2.446 3.021 -1.314  -0.3192
C21 1.989 -1.005 0.297  -0.1159
C22 3.378 -3.423 0.354  -0.1898
C23 -2.877 -1.427 -0.478  -0.2468
C24 -1.840 0.692 2.509  0.5392
H1 -2.455 -2.091 -1.214  0.2372
H2 -6.661 -2.290 -2.381  0.2039
H3 -5.885 -0.197 0.501  0.2240
H4 -1.013 1.622 0.114  0.2277
H5 3.944 -4.342 0.376  0.2524
H6 3.739 3.920 1.678  0.2196
H7 1.481 1.358 -3.377  0.1794
H8 0.120 1.455 2.960  0.2152
H9 -4.447 0.847 2.184  0.2328
H10 0.652 2.938 -3.495  0.1797
H11 3.924 -0.074 0.222  0.2525
H12 -6.633 -0.649 -1.690  0.1779
H13 1.441 -0.078 0.277  0.2287
H14 -6.811 -2.071 -0.621  0.1808
H15 -0.288 1.428 -3.569  0.2047
H16 2.694 3.066 -2.362  0.2211
H17 1.439 -4.344 0.424  0.2445
H18 1.629 2.923 2.444  0.2163
H19 4.259 3.983 -0.736  0.2187